Record 1
ORCA calculation (the ωB97M-V functional and the def2-TZVPD basis) on a 2-piece molecular cluster, C2H5O2S overall at a distorted geometry.

Computed properties:
- HOMO (eV) = -3.0
- Kohn-Sham gap (eV) = 7.04
- calculated total energy (eV) = -17086.5042
- spin multiplicity = 1
- charge = -1
- ΔE to the lowest compared entry with this formula, charge and spin (kcal per mole) = 14.7

Last column: Mulliken charge in e.
Element x y z (Å)
C1 1.7374 -1.1664 -0.8304  -0.714
S1 1.5115 -0.3853 0.7938  -0.669
H1 2.0347 -0.4160 -1.5676  0.193
H2 2.5325 -1.9247 -0.8180  0.211
H3 0.8674 -1.7197 -1.1466  0.230
O1 -2.5324 0.8432 -0.4635  -0.549
C2 -2.1694 1.2573 0.6050  0.183
O2 -1.0096 1.1143 1.1765  -0.358
H4 -2.7935 1.9020 1.2551  0.285
H5 -0.1785 0.4953 0.9958  0.188



Record 2
ORCA calculation (the ωB97M-V functional and the def2-TZVPD basis) on a 13-piece molecular cluster, C15H56N2O13 overall at a distorted geometry.

Computed properties:
- HOMO (eV) = -9.2
- Kohn-Sham gap (eV) = 9.28
- calculated total energy (eV) = -46053.6925
- spin multiplicity = 1
- ΔE to the lowest compared entry with this formula, charge and spin (kcal per mole) = 19.4

Last column: Mulliken charge in e.
Element x y z (Å)
C1 -6.0030 22.3910 -5.2440  0.497
C2 -7.2160 22.7590 -6.0770  0.632
O1 -7.2070 22.0750 -7.3500  -0.616
H1 -5.1340 22.7200 -5.7710  -0.294
H2 -6.0320 21.3540 -4.8720  -0.029
H3 -5.9580 23.0820 -4.3600  -0.254
H4 -7.4500 23.8070 -6.1610  0.585
H5 -8.0640 22.3740 -5.4900  -1.015
H6 -7.4550 21.1450 -7.2820  0.270
C3 -7.7740 23.6840 -2.2150  0.069
C4 -8.9220 24.3840 -1.3410  -0.704
O2 -10.1130 23.7820 -1.7580  -0.486
H7 -7.9210 24.0680 -3.2650  0.077
H8 -7.7620 22.5820 -2.3130  -0.071
H9 -6.8760 24.1380 -1.7960  0.001
H10 -8.8830 25.4140 -1.4980  0.399
H11 -8.7790 24.2390 -0.2590  0.331
H12 -10.0960 22.8270 -1.5320  0.304
C5 -7.9140 18.0870 -7.3070  0.102
O3 -7.7910 19.4030 -6.9810  0.086
N1 -8.9590 17.2990 -6.9430  -0.455
N2 -7.1590 17.3570 -8.0030  -0.473
H13 -9.8190 17.8790 -6.5890  0.308
H14 -9.1140 16.3250 -7.1720  0.168
H15 -6.3120 17.9310 -8.1770  0.191
H16 -6.9080 16.3150 -7.8510  0.268
C6 -3.7410 22.2290 -8.6620  -0.274
O4 -3.3070 21.1350 -9.5160  -0.537
H17 -3.3050 23.1930 -8.9430  0.390
H18 -3.5470 21.9170 -7.6120  0.074
H19 -4.8630 22.2920 -8.7950  0.103
H20 -2.3970 21.2800 -9.7520  0.273
C7 -1.7700 21.2040 -4.5100  -1.019
O5 -3.0550 21.7180 -4.6700  0.351
H21 -1.2090 21.4400 -3.5840  0.296
H22 -1.2880 21.5290 -5.4270  0.399
H23 -1.7780 20.0490 -4.5420  0.274
H24 -2.8930 22.6960 -4.7750  -0.060
C8 -6.8310 20.2140 -10.1330  -0.363
O6 -6.9230 18.8900 -10.5380  -0.663
H25 -6.7650 20.9180 -10.8720  0.580
H26 -6.1770 20.4930 -9.3550  0.026
H27 -7.7850 20.4860 -9.7550  0.050
H28 -7.1930 18.1780 -9.8670  0.375
C9 -8.4530 19.9800 -3.3390  0.077
O7 -7.1880 20.1550 -2.7850  -0.389
H29 -8.9150 19.1120 -2.7990  0.393
H30 -8.4210 19.6590 -4.3580  -0.034
H31 -8.9500 20.9340 -3.1510  -0.337
H32 -6.6900 19.3060 -2.8280  0.269
C10 -4.0690 24.8450 -2.3260  -0.266
O8 -3.5250 24.2570 -1.1550  -0.476
H33 -4.1730 24.0900 -3.1340  -0.030
H34 -3.4400 25.6710 -2.7390  0.320
H35 -5.0380 25.2230 -1.9730  0.252
H36 -3.0830 24.8810 -0.6520  0.264
C11 -10.3910 20.8190 -8.6830  -0.748
O9 -9.8830 21.8500 -7.8460  -0.653
H37 -11.4690 20.9240 -8.6090  0.399
H38 -10.1840 19.7540 -8.4690  0.148
H39 -10.0780 21.0550 -9.7120  0.341
H40 -8.9460 21.9540 -7.8280  0.456
C12 -11.0750 21.9810 -4.5770  1.003
O10 -11.8500 21.5430 -5.6770  -0.623
H41 -10.0440 22.0300 -4.8740  -1.197
H42 -11.1440 21.3320 -3.7080  0.242
H43 -11.4710 22.9510 -4.3000  0.300
H44 -11.2430 21.5330 -6.4510  0.374
C13 -4.6720 19.4570 -6.7870  -0.293
O11 -4.5490 18.8430 -8.0930  -0.676
H45 -5.1180 20.4660 -6.8210  -0.025
H46 -3.6910 19.5500 -6.3400  0.243
H47 -5.2240 18.9210 -6.0060  0.307
H48 -4.2110 19.4330 -8.7300  0.284
C14 -2.9080 24.8370 -6.7280  -0.635
O12 -2.6730 24.3960 -5.4150  -0.422
H49 -3.0910 25.8770 -6.6730  0.381
H50 -3.8710 24.4470 -7.0910  0.116
H51 -2.1480 24.4870 -7.4690  0.299
H52 -1.8230 24.7050 -5.1300  0.236
C15 -4.3240 21.1880 -1.7520  -0.686
O13 -3.9670 20.2570 -2.6530  -0.625
H53 -4.8750 20.7440 -0.9200  0.367
H54 -4.9170 22.0140 -2.0760  0.039
H55 -3.4720 21.5550 -1.1820  0.343
H56 -3.6280 20.8410 -3.3780  0.499



Record 3
ORCA calculation (the ωB97M-V functional and the def2-TZVPD basis) on C34H30Br2ClN6O4Re as an isolated structure at a distorted geometry.

Computed properties:
- HOMO (spin up / spin down) (eV) = -10.3 / -10.3
- Kohn-Sham gap (spin up / spin down) (eV) = 6.10 / 5.77
- calculated total energy (eV) = -207606.9002
- spin multiplicity = 4
- charge = +1
- ΔE to the lowest compared entry with this formula, charge and spin (kcal per mole) = 0.0
- expectation value of S² = 3.774

Last column: Mulliken charge in e.
Element x y z (Å)
Re1 0.3826 0.2007 0.0338  0.762
O1 -4.3436 0.5158 -3.0654  -0.693
C1 -3.3692 0.0054 -3.8662  0.358
C2 -3.7378 -0.3742 -5.1513  -0.706
C3 -2.7965 -0.8942 -6.0198  -0.434
C4 -1.4747 -1.0404 -5.6196  -1.020
C5 -1.1052 -0.6522 -4.3433  -0.492
C6 -2.0395 -0.1331 -3.4553  0.180
C7 -1.6038 0.3868 -2.1033  0.667
O2 -0.2885 0.0576 -1.8034  -0.301
N1 -2.4769 -0.1514 -1.0687  -0.433
N2 -1.9099 -0.0710 0.2200  -0.208
C8 -2.7121 -0.5340 1.1054  -0.354
C9 -2.4984 -0.8796 2.4849  -0.122
Br1 -0.7281 -1.2614 3.0705  -0.041
C10 -3.4982 -1.1345 3.3456  -0.847
C11 -4.9278 -0.8791 3.1837  0.543
C12 -5.8176 -1.7380 3.8384  -0.582
C13 -7.1837 -1.5592 3.7283  -0.561
C14 -7.6876 -0.5005 2.9832  -0.428
C15 -6.8175 0.3807 2.3582  -0.658
C16 -5.4487 0.1996 2.4607  -0.182
H1 -4.0182 0.5851 -2.1558  0.391
H2 -4.7712 -0.2497 -5.4462  0.451
H3 -3.0944 -1.1824 -7.0193  0.390
H4 -0.7359 -1.4420 -6.2998  0.444
H5 -0.0749 -0.7285 -4.0249  0.462
H6 -1.7289 1.4774 -2.1203  -0.088
H7 -2.6185 -1.1567 -1.2512  0.454
H8 -3.7165 -0.7649 0.7579  0.773
H9 -3.2212 -1.5985 4.2859  0.418
H10 -5.4274 -2.5643 4.4202  0.384
H11 -7.8574 -2.2403 4.2300  0.393
H12 -8.7561 -0.3496 2.9107  0.395
H13 -7.2073 1.2223 1.8017  0.400
H14 -4.7843 0.9314 2.0209  0.532
Br2 4.5498 -3.6032 -4.9250  -0.163
C17 3.9241 -2.4425 -3.5811  -0.181
C18 4.8300 -1.7722 -2.7708  -0.818
C19 4.3705 -0.9376 -1.7727  -1.159
C20 2.9998 -0.7501 -1.5747  0.879
C21 2.1085 -1.4239 -2.4017  0.797
C22 2.5640 -2.2669 -3.4004  -0.523
N3 2.4849 0.0588 -0.5100  0.481
C23 3.2686 0.6095 0.3372  0.017
C24 2.7258 1.2225 1.5323  0.489
C25 3.5231 1.9205 2.4234  -0.706
C26 2.9433 2.4903 3.5429  -0.541
C27 1.5745 2.3575 3.7167  -0.926
C28 0.8417 1.6481 2.7842  -0.377
N4 1.4008 1.0569 1.7230  0.364
H15 5.8925 -1.9082 -2.9141  0.443
H16 5.1098 -0.4407 -1.1622  0.331
H17 1.0450 -1.2974 -2.2718  -0.188
H18 1.8565 -2.7842 -4.0336  0.599
H19 4.3438 0.5945 0.2195  0.168
H20 4.5809 2.0195 2.2222  0.509
H21 3.5423 3.0369 4.2577  0.459
H22 1.0704 2.7983 4.5642  0.462
H23 -0.2282 1.5454 2.8857  0.719
C29 -1.8855 -5.4779 -1.1937  -0.945
N5 -0.9335 -4.5382 -0.6121  0.195
C30 0.2361 -4.9505 -0.0595  0.018
C31 1.1149 -4.0867 0.4932  -1.326
C32 0.7708 -2.6982 0.4419  0.777
O3 1.4993 -1.7651 0.8977  -0.551
N6 -0.3728 -2.3108 -0.1279  0.489
C33 -1.2760 -3.1799 -0.6253  -0.172
O4 -2.3744 -2.8469 -1.0732  -0.816
H24 -1.5272 -6.4900 -1.0249  0.329
H25 -1.9898 -5.2972 -2.2620  0.309
H26 -2.8616 -5.3485 -0.7329  0.302
H27 0.4175 -6.0167 -0.0827  0.354
H28 2.0422 -4.4092 0.9383  0.562
Cl1 1.2417 2.9403 -1.2800  -0.185
C34 -0.0489 2.3094 -0.2179  -0.789
H29 -0.9982 2.5132 -0.6993  0.499
H30 -0.0075 2.8834 0.7046  0.567



Number 1: molecular weight 93.1 g/mol. Number 2: molecular weight 472.6 g/mol. Number 3: molecular weight 968.1 g/mol.